Record 1
Entry from the OMol25 dataset: a structure of composition C2HCsLiO2 at a distorted geometry (ωB97M-V with the def2-TZVPD basis set).

Its net charge is +1. As for the frontier orbital gap (spin up / spin down): 0.1534 / 0.1534 hartree. The energy relative to the best compared isomer or geometry (same formula, charge and spin) is 146.0 kJ/mol. The lowest unoccupied orbital energy (spin up / spin down) comes out at -4.28 / -4.28 eV.

Last column: Löwdin charge in e.
Positions of all 7 atoms, in Å:
O (-1.5346, -0.1923, 0.0418)  -0.45
C (-0.3374, 0.2041, -0.1692)  -0.26
Cs (-4.7434, 0.4337, -0.8990)  0.95
Li (-0.6197, -2.4078, 1.8968)  0.83
H (-0.1857, 0.5187, -1.2338)  -0.05
C (3.1830, 0.9013, 0.0809)  -0.02
O (4.2378, 0.5423, 0.2825)  0.01

Record 2
Entry from the OMol25 dataset: a cluster of 2 separate species, C7H12 in total (ωB97M-V with the def2-TZVPD basis set).

As for the frontier orbital gap: 0.3907 hartree. The energy relative to the best compared isomer or geometry (same formula, charge and spin) is 312.3 kJ/mol. The lowest unoccupied orbital energy comes out at 1.18 eV.

Last column: Löwdin charge in e.
Positions of all 19 atoms, in Å:
C (1.3348, 1.1010, -1.2232)  0.00
C (1.3334, 0.9272, 0.0950)  -0.20
C (0.1542, 1.0085, 1.0195)  -0.19
C (-0.0809, -0.3232, 1.7434)  -0.28
C (0.1757, -1.6564, 1.1000)  -0.02
C (1.0369, -1.2931, 1.9942)  -0.03
H (2.2377, 0.9294, -1.8040)  0.05
H (0.4473, 1.4040, -1.7751)  0.05
H (2.2680, 0.6340, 0.5745)  0.10
H (-0.7507, 1.3096, 0.4744)  0.10
H (0.3292, 1.7797, 1.7852)  0.11
H (-0.8800, -0.2554, 2.4901)  0.11
H (-0.1543, -2.3914, 0.3812)  0.10
H (1.9477, -1.4873, 2.5399)  0.10
C (-1.8775, -0.3623, -1.8401)  -0.05
H (-1.9298, 0.5192, -2.4848)  0.02
H (-2.2494, -0.1079, -0.8442)  0.02
H (-2.4892, -1.1602, -2.2674)  0.02
H (-0.8378, -0.6893, -1.7597)  0.00

Record 3
Entry from the OMol25 dataset: a cluster of 2 separate species, C6H13P in total at a distorted geometry (ωB97M-V with the def2-TZVPD basis set).

As for the frontier orbital gap (spin up / spin down): 0.3097 / 0.2653 hartree. The energy relative to the best compared isomer or geometry (same formula, charge and spin) is 553.7 kJ/mol. The lowest unoccupied orbital energy (spin up / spin down) comes out at 0.04 / 0.23 eV.

Last column: Löwdin charge in e.
Positions of all 20 atoms, in Å:
C (0.2175, -1.5969, -0.2175)  -0.46
C (-0.3479, -2.7280, -0.9982)  -0.17
C (1.1468, -2.3161, -1.1515)  -0.17
C (1.7312, 0.3238, 0.9327)  -0.28
C (-0.8253, 3.1371, -1.1440)  0.01
C (-1.3366, -0.0986, 1.4553)  -0.29
P (0.0134, 0.1240, 0.1877)  0.86
H (-0.6218, -3.5781, -0.4162)  0.07
H (-1.2025, -2.6236, -1.7744)  0.12
H (1.4754, -1.6848, -2.0897)  0.13
H (2.0126, -2.7704, -0.6690)  0.08
H (2.3681, 0.3130, 0.1381)  -0.02
H (1.8487, 1.2987, 1.4701)  0.04
H (1.9347, -0.5264, 1.6699)  0.06
H (-1.1838, 3.0603, -0.1073)  -0.04
H (0.0637, 2.6598, -1.5760)  -0.05
H (-1.5805, 2.9960, -1.9778)  -0.01
H (-1.9473, 0.8659, 1.3663)  0.04
H (-1.9195, -1.0339, 1.0151)  0.08
H (-0.8240, -0.3795, 2.3334)  0.00

Record 4
Entry from the OMol25 dataset: the molecule C8H11NO at a distorted geometry (ωB97M-V with the def2-TZVPD basis set).

As for the frontier orbital gap: 0.3393 hartree. The energy relative to the best compared isomer or geometry (same formula, charge and spin) is 411.9 kJ/mol. The lowest unoccupied orbital energy comes out at 0.75 eV.

Last column: Löwdin charge in e.
Positions of all 21 atoms, in Å:
C (2.5731, 1.5452, 0.6468)  -0.08
C (1.3017, 1.1891, 0.0177)  -0.25
C (0.1694, 1.8456, -0.1890)  0.01
C (-1.0668, 1.9310, -0.5366)  -0.01
C (-2.2920, 1.0783, -0.0113)  -0.47
O (-3.3849, 1.3752, 0.3168)  0.11
N (-1.7429, -0.1663, -0.0439)  -0.11
C (-2.6288, -1.2169, 0.5549)  -0.01
C (-0.5466, -0.5731, -0.7706)  -0.20
C (0.8832, -0.3358, -0.3056)  -0.13
H (3.2027, 2.3554, 0.2419)  0.08
H (3.1722, 0.6168, 0.6602)  0.08
H (2.4521, 1.8663, 1.7382)  0.11
H (-1.3723, 2.4173, -1.4175)  0.10
H (-3.4847, -1.4892, -0.0117)  0.08
H (-1.8217, -1.8739, 0.9338)  0.10
H (-3.0720, -0.7353, 1.4216)  0.08
H (-0.7297, -0.2257, -1.8512)  0.15
H (-0.4512, -1.7104, -0.8395)  0.14
H (1.0308, -0.9967, 0.4817)  0.08
H (1.7301, -0.6693, -1.0546)  0.15

Record 5
Entry from the OMol25 dataset: the molecule C4H7ClN2 at a distorted geometry (ωB97M-V with the def2-TZVPD basis set).

The expectation value of S² is 2.011. As for the frontier orbital gap (spin up / spin down): 0.2374 / 0.2655 hartree. The energy relative to the best compared isomer or geometry (same formula, charge and spin) is 160.5 kJ/mol. The multiplicity is 3. The lowest unoccupied orbital energy (spin up / spin down) comes out at 0.77 / -1.99 eV.

Last column: Löwdin charge in e.
Positions of all 14 atoms, in Å:
C (0.4178, -0.5463, -1.0451)  -0.20
C (-0.8120, -0.2191, -0.2051)  -0.40
C (2.5345, -0.7270, 0.1134)  -0.47
C (-0.7332, 1.3164, 0.1182)  -0.08
N (1.5619, -0.6935, -0.6171)  -0.04
N (-1.0500, -0.9148, 1.0909)  0.02
Cl (3.6361, 0.5971, 0.1623)  0.55
H (0.2029, -1.0282, -2.0792)  0.14
H (-1.5006, -0.4015, -1.0135)  0.11
H (-1.3120, -1.8860, 1.0025)  0.05
H (-1.2926, 1.4859, 1.0710)  0.07
H (-1.4054, 1.9195, -0.5792)  0.08
H (0.1974, 1.8947, 0.0265)  0.07
H (-0.4447, -0.7974, 1.9545)  0.10

Record 6
Entry from the OMol25 dataset: a structure of composition C21H24BrF3N5O3PtS2 at a distorted geometry (ωB97M-V with the def2-TZVPD basis set).

Its net charge is -1. As for the frontier orbital gap (spin up / spin down): 0.2354 / 0.2354 hartree. The energy relative to the best compared isomer or geometry (same formula, charge and spin) is 93.2 kJ/mol. The lowest unoccupied orbital energy (spin up / spin down) comes out at 1.87 / 1.87 eV.

Last column: Löwdin charge in e.
Positions of all 60 atoms, in Å:
Pt (0.1129, -0.7547, -0.0291)  0.85
C (-2.4415, 1.8226, 3.6582)  -0.07
N (-1.1347, 2.0264, 3.0921)  -0.16
C (0.0194, 2.3369, 3.9283)  -0.11
C (1.1738, 2.3949, 2.9144)  -0.12
N (0.5157, 2.0829, 1.6482)  0.03
C (-0.7677, 1.7466, 1.8199)  -0.78
S (-1.7802, 1.1157, 0.6183)  0.68
H (-2.4706, 0.9278, 4.2910)  0.08
H (-3.1560, 1.7018, 2.8475)  0.05
H (-2.7217, 2.6879, 4.2634)  0.09
H (0.1704, 1.5458, 4.6682)  0.12
H (-0.1276, 3.2796, 4.4582)  0.11
H (1.9394, 1.6511, 3.1212)  0.08
H (1.6327, 3.3820, 2.8685)  0.11
H (1.0436, 1.5979, 0.9292)  0.09
F (-3.8314, -1.7259, 5.2316)  0.14
C (-3.7174, -2.7325, 4.3421)  -0.59
F (-4.9429, -2.9941, 3.8647)  0.14
F (-3.3062, -3.8123, 5.0242)  0.15
C (-2.7449, -2.3876, 3.2563)  -0.12
C (-3.0724, -2.5164, 1.9257)  0.03
C (-2.0962, -2.2693, 0.9762)  -0.14
N (-0.8585, -1.9131, 1.3075)  -0.14
C (-0.5487, -1.7518, 2.5958)  -0.09
C (-1.4665, -1.9856, 3.6006)  0.02
H (-4.0680, -2.8035, 1.6177)  0.13
H (-2.2885, -2.3826, -0.0823)  0.09
H (0.4682, -1.4153, 2.7803)  0.10
H (-1.1837, -1.8580, 4.6386)  0.13
Br (0.0759, -1.7221, -6.9576)  0.70
C (-0.4739, -0.9647, -5.3081)  -0.67
C (-1.7953, -1.0782, -4.9160)  -0.21
N (-2.2483, -0.5132, -3.7977)  0.07
C (-1.3738, 0.1334, -3.0231)  -0.13
C (-0.0209, 0.2411, -3.3166)  -0.15
C (0.4314, -0.2985, -4.5081)  -0.06
C (0.9685, 0.9484, -2.4176)  -0.59
O (1.6881, 1.7824, -2.9462)  0.05
O (1.0287, 0.6679, -1.1487)  -0.24
H (-2.5094, -1.6285, -5.5168)  0.09
H (-1.7834, 0.6185, -2.1489)  0.06
H (1.4737, -0.2053, -4.7842)  0.12
C (2.8429, -2.3258, 2.0446)  -0.06
C (2.9036, -0.8897, 1.5104)  -0.74
C (3.8079, -0.0649, 2.4363)  -0.07
C (3.5116, -0.8857, 0.1057)  -0.05
O (1.6288, -0.2963, 1.5370)  -0.37
H (3.7721, -2.8709, 1.8566)  0.08
H (2.0358, -2.8632, 1.5466)  0.05
H (2.6452, -2.3213, 3.1251)  0.07
H (4.8001, -0.5222, 2.5291)  0.08
H (3.3559, -0.0077, 3.4323)  0.07
H (3.9265, 0.9473, 2.0365)  0.08
H (4.5500, -1.2327, 0.1226)  0.08
H (3.4651, 0.1210, -0.3154)  0.08
H (2.9396, -1.5491, -0.5476)  0.05
S (0.1692, -2.7503, -1.5626)  0.53
C (1.3092, -3.8361, -0.9943)  -0.89
N (2.1060, -4.6175, -0.6681)  0.03